Run a
ORCA calculation (wB97M-V/def2-TZVPD) on a 2-piece molecular cluster, C3H4ClI overall.

The HOMO-LUMO gap (alpha / beta) comes out at 0.316 / 0.267 hartree. The value obtained for the HOMO energy (alpha / beta) is -9.278 / -8.592 eV.

Last column: Mulliken charge in e.
CARTESIAN COORDINATES (ANGSTROEM)
1 C -0.489 0.666 0.007  -0.375
2 C -1.779 0.846 0.137  -0.093
3 C 1.655 -1.239 -0.493  -0.578
4 Cl -2.979 -0.326 -0.164  -0.147
5 I 3.235 -0.165 0.293  0.099
6 H 0.765 -0.461 -0.547  0.245
7 H 0.366 1.223 0.233  0.261
8 H -2.374 1.743 0.671  0.274
9 H 1.601 -2.287 -0.136  0.315

Run b
ORCA calculation (wB97M-V/def2-TZVPD) on a 2-piece molecular cluster, C3H4ClI overall.

The HOMO-LUMO gap (alpha / beta) comes out at 0.315 / 0.315 hartree. The value obtained for the HOMO energy (alpha / beta) is -8.575 / -8.575 eV.

Last column: Mulliken charge in e.
CARTESIAN COORDINATES (ANGSTROEM)
1 C 0.842 -1.257 -0.424  -0.471
2 C 1.046 0.037 -0.419  -0.048
3 C -0.854 0.982 0.638  -0.527
4 Cl -0.936 2.732 0.416  -0.130
5 I -2.439 -0.160 -0.145  0.102
6 H 1.477 -2.055 -0.964  0.228
7 H -0.134 -1.715 -0.281  0.144
8 H 1.742 0.926 -0.468  0.319
9 H -0.744 0.512 1.647  0.383

Among the structures above, stability is smallest for run a.